No. 1
Density functional theory data (wB97M-V/def2-TZVPD) for a 4-piece molecular cluster, C22H50BrN4 overall at a distorted geometry.

Calculated values
Gap between HOMO and LUMO = 7.641 eV
Spin multiplicity = 1
Net charge = +1

Geometry as XYZ:
```
77
Properties=species:S:1:pos:R:3:forces:R:3
Br -2.207240 -1.408125 4.653538 0.67 -0.27 -0.34
C -0.999045 -2.823062 4.002508 0.09 -0.40 0.25
C -0.333810 -3.534824 5.199251 -0.34 0.14 -0.14
C 0.821187 -2.710143 5.848337 -1.21 -1.16 0.21
N 2.108037 -2.936875 5.155999 0.57 0.88 -0.94
C 2.547550 -2.416335 4.005659 -0.37 0.27 -0.33
N 3.771876 -2.900370 3.684616 -1.46 0.35 0.75
N 4.068785 -3.703040 4.671188 1.33 -0.29 -0.50
N 3.124969 -3.714901 5.524625 -0.74 -0.45 0.96
H -0.230509 -2.424486 3.321925 -0.58 0.17 0.11
H -1.640991 -3.514184 3.441074 0.29 0.25 0.20
H -1.112759 -3.677632 5.968830 0.45 0.01 -0.22
H -0.000443 -4.543010 4.892894 0.06 0.40 0.14
H 0.917636 -3.079694 6.882935 0.29 0.57 -0.36
H 0.539596 -1.648013 5.796340 0.54 -0.26 0.22
H 1.926251 -1.697821 3.465952 0.56 -0.24 -0.04
H 3.173678 -4.265727 6.379932 -0.14 0.09 -0.10
C 1.533827 1.183528 1.950302 0.05 0.18 0.06
C 1.438943 1.343642 0.439442 -0.05 -0.16 -0.02
C 2.155998 0.236471 -0.329069 0.03 0.02 -0.10
C 3.667094 0.153094 -0.101552 -0.02 -0.01 0.09
C 4.441723 1.428570 -0.430880 0.06 -0.09 -0.08
C 4.344725 1.831770 -1.898360 0.03 0.10 0.09
H 2.567244 1.236132 2.300976 -0.01 -0.02 0.00
H 0.976323 1.975376 2.453110 0.00 -0.08 0.08
H 1.109290 0.220548 2.260967 -0.04 -0.01 0.00
H 1.827112 2.323344 0.148796 0.00 -0.02 0.00
H 0.383679 1.334440 0.154497 0.03 0.06 -0.04
H 1.956591 0.364762 -1.396554 0.00 -0.03 0.01
H 1.711172 -0.727471 -0.054481 -0.02 0.01 -0.02
H 4.061255 -0.669109 -0.707706 0.01 0.03 0.01
H 3.866196 -0.123059 0.940354 0.00 0.00 0.00
H 5.493985 1.264879 -0.181845 -0.03 0.03 0.04
H 4.103271 2.254976 0.200857 -0.01 -0.02 0.02
H 4.719500 1.036090 -2.545683 -0.05 0.00 -0.01
H 4.943239 2.724748 -2.084639 -0.03 -0.02 -0.06
H 3.317179 2.057680 -2.189397 0.01 -0.01 -0.03
C -3.618111 4.338410 -2.724124 0.03 0.06 0.13
C -2.464250 5.317753 -2.914193 -0.08 -0.06 -0.10
C -1.547299 4.953975 -4.081625 0.07 0.07 0.02
C -0.827129 3.610685 -3.946999 -0.09 -0.06 -0.02
C 0.039794 3.462020 -2.697827 0.10 -0.03 -0.09
C 1.189533 4.462131 -2.635428 -0.02 -0.09 0.15
H -3.261306 3.334258 -2.485196 -0.02 0.00 -0.03
H -4.259850 4.662988 -1.902929 -0.03 -0.05 -0.04
H -4.230496 4.279278 -3.626532 0.02 -0.04 0.01
H -1.889252 5.390260 -1.986148 0.02 0.02 -0.03
H -2.878619 6.312557 -3.097343 0.05 0.01 0.03
H -0.810348 5.751602 -4.212486 0.00 -0.02 -0.01
H -2.136941 4.937779 -5.003869 0.00 0.01 0.03
H -0.200444 3.465656 -4.833249 0.01 -0.01 0.03
H -1.561729 2.799819 -3.965959 0.00 0.02 0.00
H 0.457509 2.449035 -2.688324 -0.04 0.00 0.04
H -0.572678 3.548985 -1.795258 -0.03 -0.01 -0.02
H 1.839855 4.361930 -3.507206 -0.02 0.05 0.00
H 1.795992 4.287015 -1.743474 0.04 0.06 -0.04
H 0.828705 5.490493 -2.590997 0.03 0.00 -0.02
C -3.222645 -5.077622 -0.126657 -0.07 0.09 0.14
C -3.828662 -3.775359 -0.640613 0.05 -0.10 -0.08
C -3.155875 -3.253386 -1.909990 -0.04 0.09 0.00
C -1.675451 -2.896993 -1.759839 0.02 -0.13 0.03
C -1.366310 -1.855600 -0.685831 0.06 0.08 -0.12
C -2.009546 -0.498936 -0.954485 0.06 -0.01 0.18
H -2.173924 -4.952725 0.154102 0.01 -0.03 -0.05
H -3.761383 -5.423691 0.758055 0.02 -0.06 -0.03
H -3.283286 -5.860979 -0.884695 0.05 0.00 0.02
H -3.792469 -3.018064 0.148793 -0.02 0.03 -0.04
H -4.886685 -3.944981 -0.855044 0.00 0.05 0.03
H -3.707525 -2.379121 -2.266483 0.02 -0.01 -0.01
H -3.250350 -4.007651 -2.697494 -0.01 0.01 0.03
H -1.309389 -2.531488 -2.724551 0.01 0.02 0.04
H -1.101447 -3.804495 -1.548383 -0.02 0.00 -0.02
H -0.280667 -1.723443 -0.637795 -0.02 -0.03 0.02
H -1.674905 -2.220730 0.300079 -0.03 -0.03 -0.01
H -1.679870 -0.096137 -1.914727 -0.04 -0.01 0.00
H -1.727284 0.214892 -0.177345 -0.05 0.05 -0.05
H -3.098376 -0.562289 -0.962670 0.01 0.02 -0.03
```
Forces are in eV/Å.

Löwdin atomic charge list, values in e, 8 entries: Br 0.6611; C -0.5805; C -0.2576; C -0.0812; N -0.0128; C -0.0200; N 0.1246; N 0.0865

No. 2
Density functional theory data (wB97M-V/def2-TZVPD) for C22H50GdN3O2P2 as an isolated structure at a distorted geometry.

Calculated values
Gap between HOMO and LUMO (alpha / beta) = 7.682 / 5.323 eV
⟨S²⟩ = 16.06
Spin multiplicity = 8
Net charge = +2

Geometry as XYZ:
```
80
Properties=species:S:1:pos:R:3:forces:R:3
Gd 0.802652 -0.468068 0.325866 0.34 -0.09 0.59
P 2.508567 1.436760 -0.780973 0.96 0.23 -0.33
P -0.634066 -2.755785 -0.319214 -0.02 -1.21 -0.06
N 2.016176 -1.544577 -1.359801 0.33 -0.19 0.77
C 3.644974 0.391459 -1.781186 -0.02 -0.37 0.11
H 3.945172 0.961793 -2.674376 0.07 -0.16 0.35
H 4.548795 0.171255 -1.193302 -0.30 0.20 -0.11
C 3.015436 -0.939539 -2.237850 -0.05 -0.03 -0.62
H 2.565281 -0.801331 -3.245498 0.14 0.00 0.26
H 3.847880 -1.660460 -2.397045 -0.39 0.32 0.06
C 1.662431 -2.820794 -1.977954 -0.02 -0.12 -0.61
H 2.586170 -3.424073 -2.130207 -0.44 0.30 0.05
H 1.280920 -2.625568 -3.005053 0.06 -0.08 0.30
C 0.654282 -3.710564 -1.225793 0.36 0.13 0.03
H 1.203921 -4.348540 -0.515846 -0.30 0.19 -0.15
H 0.150365 -4.362798 -1.957189 0.22 0.07 0.34
C -2.139711 -3.003634 -1.343110 -0.21 0.35 0.05
C -3.181229 -1.916153 -1.054398 -0.34 0.07 -0.20
H -3.886613 -1.871074 -1.896637 0.08 -0.01 0.28
H -2.745594 -0.916769 -0.932578 -0.02 -0.26 -0.02
H -3.760468 -2.142107 -0.147114 0.19 0.01 -0.24
C -0.706279 -3.636700 1.326482 -0.06 0.37 -0.13
C -1.716275 -2.958357 2.263652 -0.07 -0.11 0.22
H -1.632157 -3.406644 3.264326 -0.12 0.10 -0.26
H -2.753682 -3.091450 1.919395 0.33 0.00 0.08
H -1.533478 -1.878471 2.384212 -0.04 -0.21 -0.15
C 3.593765 2.013865 0.621972 -0.35 -0.05 0.00
C 2.814064 2.911452 1.593726 0.08 0.12 0.18
H 3.456457 3.151332 2.452565 -0.16 0.02 -0.23
H 1.917571 2.419676 1.998539 0.17 0.05 -0.20
H 2.503593 3.860799 1.131316 0.14 -0.27 0.09
C 2.031789 2.774780 -1.947951 -0.39 0.03 0.07
C 0.689114 3.400645 -1.543215 -0.02 0.23 -0.19
H 0.400107 4.125390 -2.316901 -0.01 -0.12 0.27
H 0.759505 3.937216 -0.584765 0.00 -0.14 -0.28
H -0.112921 2.653093 -1.474446 0.18 0.16 0.06
C -0.225925 -0.089270 -1.783969 -2.41 1.13 -5.02
O -0.638432 0.052726 -2.860473 1.62 -0.71 3.57
C -0.882640 -5.152576 1.257081 -0.04 -0.30 0.19
H -1.860661 -5.447420 0.862699 0.34 0.10 0.18
H -0.102351 -5.635745 0.655320 -0.24 0.11 0.13
H -0.804992 -5.554969 2.276282 0.01 0.04 -0.23
C 4.935375 2.614124 0.208336 0.30 0.20 0.04
H 5.508362 2.834940 1.119643 -0.08 -0.07 -0.23
H 5.534041 1.918989 -0.394305 -0.15 0.23 0.13
H 4.824015 3.552813 -0.347005 0.08 -0.34 0.26
C 3.104777 3.834066 -2.188791 0.03 0.29 -0.23
H 2.752931 4.504448 -2.984540 0.09 -0.13 0.16
H 3.279229 4.454389 -1.299510 -0.08 -0.19 -0.25
H 4.056391 3.404767 -2.527463 -0.21 0.10 0.16
C -2.762864 -4.396240 -1.275583 -0.25 -0.22 -0.22
H -3.233073 -4.589381 -0.300800 0.17 0.11 -0.33
H -3.560827 -4.453354 -2.030237 0.20 0.00 0.18
H -2.047295 -5.198023 -1.501831 -0.18 0.20 0.13
H -1.760303 -2.845860 -2.367696 0.01 0.01 0.24
H 1.877774 2.225957 -2.894056 0.01 0.05 0.25
H 0.305719 -3.455275 1.739530 -0.17 0.02 -0.12
H 3.816337 1.069561 1.153441 -0.08 0.13 -0.14
H 2.605819 -1.700409 0.741616 0.07 0.19 1.06
H 2.400765 -1.422732 1.473146 0.93 -0.81 -0.51
C -3.862015 0.112267 2.009419 0.23 -0.16 0.06
N -3.020626 0.818188 1.026137 -0.12 -0.20 -0.06
C -3.753797 1.441673 -0.084862 0.29 0.25 -0.06
C -1.856558 1.469012 1.466257 0.30 0.47 0.36
O -0.689296 0.973141 1.245146 -1.47 0.59 0.22
N -1.945452 2.629683 2.119682 -0.05 -0.64 -0.46
C -3.194999 3.274678 2.541966 -0.34 0.02 0.00
C -0.726203 3.342162 2.457598 0.41 0.38 0.20
H -3.407232 0.143457 3.007374 -0.11 0.03 -0.20
H -4.871536 0.542519 2.067484 0.27 0.01 0.03
H -3.958697 -0.941915 1.717071 -0.05 0.26 0.11
H -4.161943 2.434126 0.170535 0.02 -0.28 -0.13
H -3.085235 1.554870 -0.948810 -0.19 0.01 0.14
H -4.583125 0.789135 -0.381468 0.27 0.10 0.12
H -3.207374 3.394030 3.635327 0.12 -0.12 -0.33
H -3.274343 4.274146 2.090893 0.09 -0.33 0.07
H -4.063260 2.682891 2.245766 0.28 0.14 0.12
H -0.090002 2.747919 3.123062 -0.16 0.11 -0.12
H -0.156119 3.600190 1.554656 -0.20 -0.15 0.23
H -1.010875 4.266244 2.966284 0.14 -0.17 -0.07
```
Forces are in eV/Å.

Löwdin atomic charge list, values in e, 8 entries: Gd 1.0911; P 0.9793; P 0.9744; N -0.3286; C -0.2908; H 0.1013; H 0.0888; C -0.3172

No. 3
Density functional theory data (wB97M-V/def2-TZVPD) for a 4-piece molecular cluster, C22H50N2O4 overall at a distorted geometry.

Calculated values
Gap between HOMO and LUMO = 8.974 eV
Spin multiplicity = 1
Structure (SMILES) = CC1(C)CCCC(C)(C)N1O.CC1(C)CCCC(C)(C)N1O.CCO.CCO
Net charge = 0

Geometry as XYZ:
```
78
Properties=species:S:1:pos:R:3:forces:R:3
C 4.159918 -2.930013 0.160259 0.02 -0.31 0.12
C 2.974254 -1.984980 -0.080695 -0.31 -0.03 0.48
C 3.327491 -0.852875 -1.039042 0.91 0.11 -0.46
C 3.500429 -1.381633 -2.452910 -0.38 0.23 -0.03
C 2.174677 -1.993611 -2.884215 0.47 -0.56 -1.80
C 1.573752 -3.088189 -1.994056 1.14 -0.40 0.36
N 1.770999 -2.656926 -0.599300 -1.48 0.99 0.08
O 1.189569 -3.561291 0.347451 0.90 -0.37 -1.11
C 0.098667 -3.236698 -2.339786 -0.78 0.75 0.53
C 2.308992 -4.424220 -2.276678 -0.11 0.38 -0.33
C 2.562820 -1.319624 1.236151 -0.74 0.21 0.16
H 4.683381 -3.224271 -0.749184 -0.04 0.12 -0.06
H 3.825842 -3.854182 0.639254 -0.12 0.07 0.03
H 4.888177 -2.492135 0.844219 -0.01 0.15 -0.09
H 2.566065 -0.070447 -1.030351 -0.26 -0.18 0.03
H 4.237703 -0.357317 -0.685122 0.04 -0.17 0.08
H 4.317651 -2.099494 -2.563234 -0.13 -0.22 0.42
H 3.784879 -0.627544 -3.191747 -0.22 0.33 0.26
H 2.417538 -2.449623 -3.857875 -0.33 -0.31 0.13
H 1.434515 -1.255290 -3.202781 -0.05 0.30 0.73
H -0.071971 -3.302087 -3.414303 0.26 -0.14 -0.05
H -0.456462 -4.040968 -1.854788 0.46 -0.29 0.04
H -0.421356 -2.332240 -2.002288 0.11 0.05 -0.14
H 2.081425 -5.198859 -1.541764 -0.05 -0.10 -0.10
H 1.982275 -4.766747 -3.259391 0.03 -0.25 0.07
H 3.390320 -4.294691 -2.320097 -0.01 0.03 0.11
H 1.724431 -0.630727 1.078388 0.20 0.12 -0.36
H 3.388053 -0.732256 1.637541 0.07 -0.21 0.20
H 2.120914 -2.002587 1.964042 0.64 -0.25 0.06
H 1.525077 -4.414017 0.024188 -0.17 -0.14 0.59
C 0.559950 3.057337 -1.475060 0.37 -0.77 -0.46
C -0.758619 2.693778 -0.782883 0.21 -0.86 1.17
C -0.400007 2.614208 0.727210 -0.42 -0.35 0.61
C -1.609937 2.628698 1.683125 0.36 0.74 -1.55
C -2.596737 3.727876 1.233242 -0.75 -0.76 1.43
C -3.000113 3.753694 -0.231349 -0.46 -0.51 0.03
N -1.783273 3.691855 -1.022375 0.53 1.48 0.06
O -2.011916 3.925257 -2.401775 -0.31 -0.80 0.42
C -4.014704 2.581513 -0.499756 1.24 -0.16 -0.58
C -3.752038 5.045747 -0.488100 0.43 0.64 -1.42
C -1.202600 1.277177 -1.208347 0.75 -0.04 -2.05
H 1.170798 2.152378 -1.590351 -0.37 -0.16 -0.27
H 1.260643 3.636474 -0.873755 -0.61 0.76 -0.04
H 0.375839 3.468571 -2.465429 0.21 0.20 0.09
H 0.106799 1.655981 0.883510 0.18 0.06 -0.18
H 0.319194 3.377074 1.026301 -0.17 0.29 -0.22
H -1.266363 2.843281 2.693928 -0.09 -0.15 0.11
H -2.068249 1.641341 1.632127 -0.21 0.03 0.25
H -2.315066 4.714318 1.603449 0.41 0.03 -0.30
H -3.526297 3.497502 1.772216 -0.05 0.28 0.01
H -3.713141 1.739461 0.122386 -0.52 -0.11 0.11
H -5.062675 2.847809 -0.400696 0.03 0.11 0.43
H -3.903719 2.227141 -1.532103 -0.08 0.07 0.01
H -4.170427 5.042209 -1.501501 -0.54 -0.40 0.29
H -4.514655 5.189357 0.271454 -0.09 0.14 -0.07
H -3.104097 5.919905 -0.615895 0.24 -0.13 0.85
H -1.516492 1.272629 -2.266925 -0.39 0.38 0.13
H -1.989208 0.765745 -0.669043 0.20 0.14 0.49
H -0.300943 0.674449 -1.359066 -0.15 -0.37 0.86
H -2.529548 3.151001 -2.696862 0.16 0.27 -0.19
C -3.116301 -1.344989 1.181419 -0.10 -0.30 -0.23
C -2.008675 -1.880849 0.307075 0.47 0.20 -0.20
O -0.764102 -1.658377 0.959772 -0.22 0.31 0.02
H -2.779779 -0.375983 1.548182 -0.18 -0.06 0.32
H -3.353148 -2.043956 1.982729 0.15 0.27 0.26
H -4.033348 -1.199991 0.607069 0.03 0.00 -0.06
H -2.010378 -1.315253 -0.632241 -0.09 -0.26 -0.13
H -2.105244 -2.949750 0.086973 -0.24 0.05 -0.06
H -0.058424 -1.847882 0.324996 0.06 -0.12 0.12
C 1.372029 -0.364538 4.823569 -0.51 0.06 -1.04
C 0.116980 -0.074248 3.969941 0.31 -2.04 0.88
O -0.852805 0.586067 4.783393 0.15 0.77 -0.88
H 2.143960 -0.662299 4.108834 0.31 0.23 0.29
H 1.243436 -1.210919 5.495289 -0.26 0.13 0.15
H 1.626568 0.530946 5.385491 0.32 -0.03 -0.02
H -0.313354 -1.043315 3.680620 0.05 0.07 -0.03
H 0.394226 0.344885 2.998872 -0.25 0.89 0.33
H -1.244067 1.272230 4.228491 -0.15 -0.10 0.29
```
Forces are in eV/Å.

Löwdin atomic charge list, values in e, 8 entries: C -0.0162; C -0.5072; C -0.1344; C -0.1734; C -0.1420; C -0.5022; N -0.1055; O -0.0172